[1]
C4H11AlBNO3P as an isolated structure, computed with the ωB97M-V functional and the def2-TZVPD basis.

Cartesian coordinates (Å):
O 1.795 2.691 1.578
P 1.878 1.313 2.197
Al 0.477 -0.477 1.369
B 0.884 -2.139 2.736
O 0.334 -2.209 4.012
O 1.745 -3.223 2.473
H 3.237 0.861 2.278
H 1.705 1.374 3.620
H 0.849 -0.745 -0.174
H -1.054 0.082 1.510
H -0.309 -1.501 4.117
H 2.591 -3.150 2.920
N -2.017 0.595 -1.911
C -0.844 1.280 -2.017
C -0.429 1.210 -3.320
C -1.399 0.447 -4.029
C -2.366 0.078 -3.128
H -2.512 0.464 -1.048
H -0.401 1.736 -1.147
H 0.478 1.639 -3.713
H -1.383 0.187 -5.075
H -3.258 -0.512 -3.249

Kohn-Sham gap (eV): 7.90
Calculated total energy (eV): -28524.435
Molar mass (g/mol): 189.9
Charge: -1

Charges in e, computed with Mulliken, in the same order as the atoms: -0.69, 0.28, 0.06, 0.44, -0.57, -0.58, 0.00, -0.01, -0.18, -0.25, 0.27, 0.26, 0.03, -0.56, -0.51, -0.35, -0.54, 0.24, 0.51, 0.39, 0.38, 0.37


[2]
C4H11B2IO2 in the gas phase, computed with the ωB97M-V functional and the def2-TZVPD basis.

Cartesian coordinates (Å):
C 3.297 -0.489 0.253
C 1.650 -0.308 0.423
I 1.328 -0.219 2.630
C 1.078 1.104 -0.182
B -0.563 1.091 -0.487
C -1.425 -0.247 -0.066
B -3.032 -0.173 -0.410
O -3.572 -0.557 -1.737
O -4.027 0.249 0.635
H 3.523 -1.430 -0.438
H 3.819 0.432 -0.246
H 3.782 -0.730 1.311
H 1.175 -1.260 -0.064
H 1.228 1.919 0.663
H 1.608 1.445 -1.178
H -1.015 2.057 -1.029
H -0.959 -1.150 -0.691
H -1.328 -0.391 1.095
H -3.014 -1.373 -1.992
H -3.554 0.032 1.509

SMILES: C[C@@H](I)CBCB(O)O
Kohn-Sham gap (eV): 9.69
Calculated total energy (eV): -17874.777
Molar mass (g/mol): 239.7
Charge: 0

Charges in e, computed with Mulliken, in the same order as the atoms: -0.77, -0.15, 0.01, -0.74, 0.34, -0.23, 0.65, -0.56, -0.56, 0.24, 0.23, 0.28, 0.25, 0.29, 0.24, -0.10, 0.03, -0.05, 0.31, 0.31


[3]
C4H11BClF4LaZn as an isolated structure, computed with the ωB97M-V functional and the def2-TZVPD basis.

Cartesian coordinates (Å):
La 1.819 -0.938 -0.439
Cl 3.363 -2.929 -0.970
C 2.530 1.037 -1.793
C -0.144 -0.999 -1.843
H 2.044 1.264 -2.762
H 2.572 1.987 -1.218
H 3.567 0.710 -1.989
H 0.190 -0.462 -2.730
H -1.185 -0.752 -1.693
H -0.105 -2.065 -2.075
Zn -2.482 0.501 0.731
C -2.732 -1.298 1.412
C -2.125 2.115 -0.087
H -3.775 -1.633 1.270
H -2.063 -2.032 0.917
H -2.490 -1.295 2.489
H -2.022 2.284 -1.180
H -1.602 2.952 0.439
F 1.620 0.975 1.249
B 0.916 0.374 2.380
F -0.308 0.964 2.586
F 0.696 -1.047 1.816
F 1.715 0.286 3.488

Kohn-Sham gap (alpha / beta) (eV): 3.31 / 3.30
Calculated total energy (eV): -77677.705
Molar mass (g/mol): 385.7
Charge: -2
Relative energy (zero: lowest compared OMol25 entry of this formula, charge and spin) (eV): 0.7407

Charges in e, computed with Mulliken, in the same order as the atoms: 1.49, -0.70, -1.30, -1.51, 0.30, 0.23, 0.27, 0.36, 0.28, 0.40, -0.43, -0.84, -0.58, 0.30, 0.15, 0.17, 0.17, 0.14, -0.40, 0.61, -0.32, -0.47, -0.33


[4]
C4H11BO3Sm as an isolated structure, computed with the ωB97M-V functional and the def2-TZVPD basis.

Cartesian coordinates (Å):
C 1.074 1.088 -1.340
C -0.253 1.718 -0.640
O -1.256 0.730 -0.532
C -1.533 0.237 0.779
C -1.294 -1.363 0.926
O -0.097 -1.701 1.592
B 1.002 -1.975 0.696
O 1.010 -2.982 -0.245
H 1.869 0.946 -0.561
H 1.458 1.686 -2.218
H 0.778 0.064 -1.651
H -0.650 2.501 -1.390
H -0.040 2.291 0.332
H -1.044 0.788 1.606
H -2.631 0.354 0.930
H -2.131 -1.717 1.579
H -1.419 -1.857 -0.063
H 1.930 -1.226 0.758
H 1.929 -3.303 -0.281
Sm 1.298 3.721 -0.277

Kohn-Sham gap (alpha / beta) (eV): 8.96 / 5.42
Calculated total energy (eV): -29013.140
Molar mass (g/mol): 268.3
Charge: +3
2S+1: 6

Charges in e, computed with Mulliken, in the same order as the atoms: -1.48, -0.04, -0.28, -0.43, -0.34, -0.25, 0.64, -0.39, 0.57, 0.51, 0.33, 0.41, 0.11, 0.32, 0.38, 0.40, 0.39, -0.02, 0.38, 1.79


[5]
A 2-piece molecular cluster, C4H11BrClOS overall, computed with the ωB97M-V functional and the def2-TZVPD basis.

Cartesian coordinates (Å):
C 0.368 2.344 2.902
S 2.113 2.404 2.307
Cl 3.076 1.123 3.560
Br 2.085 1.493 0.307
H -0.211 1.672 2.269
H 0.000 3.359 2.737
H 0.336 2.075 3.953
C 0.309 -2.037 -1.161
C -1.065 -1.387 -1.180
C -1.318 -0.655 -2.488
O -1.187 -0.476 -0.082
H 1.096 -1.280 -1.261
H 0.477 -2.554 -0.215
H 0.419 -2.756 -1.973
H -1.831 -2.149 -1.035
H -0.585 0.147 -2.630
H -2.304 -0.191 -2.483
H -1.256 -1.333 -3.339
H -0.521 0.202 -0.190

Kohn-Sham gap (eV): 6.40
Calculated total energy (eV): -99765.529
Molar mass (g/mol): 222.6
Charge: +1

Charges in e, computed with Mulliken, in the same order as the atoms: -0.63, 0.37, 0.05, 0.24, 0.27, 0.34, 0.36, -1.09, 0.37, -1.15, -0.47, 0.19, 0.30, 0.39, 0.29, 0.27, 0.32, 0.37, 0.22


[6]
C4H11BrCuNO as an isolated structure, computed with the ωB97M-V functional and the def2-TZVPD basis.

Cartesian coordinates (Å):
Cu -0.456 -3.201 2.234
Br 1.150 -3.073 1.119
C 1.461 -0.374 0.156
C 0.002 -0.704 0.090
C -0.874 0.500 -0.415
O -0.621 1.600 0.471
C -0.889 2.872 -0.145
N -0.136 -1.999 -0.508
H 2.027 -0.417 -0.774
H 1.983 -1.116 0.760
H 1.671 0.615 0.564
H -0.308 -0.862 1.123
H -1.916 0.180 -0.393
H -0.642 0.842 -1.424
H -1.848 2.950 -0.657
H -0.155 2.972 -0.945
H -0.862 3.712 0.549
H -0.214 -1.865 -1.506
H 0.624 -2.631 -0.300

Kohn-Sham gap (alpha / beta) (eV): 7.61 / 5.25
Calculated total energy (eV): -122533.197
Molar mass (g/mol): 232.6
Charge: +1
Relative energy (zero: lowest compared OMol25 entry of this formula, charge and spin) (eV): 3.7620
2S+1: 2

Charges in e, computed with Mulliken, in the same order as the atoms: 0.52, -0.18, -1.09, 0.49, -0.76, -0.33, -0.75, -0.41, 0.37, 0.27, 0.37, 0.12, 0.36, 0.45, 0.32, 0.33, 0.27, 0.29, 0.37


[7]
C4H11BrMgNO as an isolated structure, computed with the ωB97M-V functional and the def2-TZVPD basis.

Cartesian coordinates (Å):
Mg 7.092 3.630 3.414
Br 3.884 1.982 3.469
C -0.466 0.353 -2.432
C 0.006 0.445 -0.997
C -1.043 0.123 0.104
O -1.243 -1.271 0.033
C -1.823 -1.698 1.292
N 1.214 -0.336 -0.827
H -1.018 -0.577 -2.563
H 0.247 0.534 -3.236
H -1.127 1.210 -2.562
H 0.347 1.474 -0.884
H -1.999 0.628 -0.036
H -0.602 0.415 1.057
H -1.158 -1.374 2.093
H -1.863 -2.787 1.268
H -2.807 -1.280 1.503
H 0.891 -1.293 -0.833
H 1.468 -0.177 0.137

Kohn-Sham gap (eV): 1.99
Calculated total energy (eV): -83340.214
Molar mass (g/mol): 193.3
Charge: +1
Relative energy (zero: lowest compared OMol25 entry of this formula, charge and spin) (eV): 2.9373

Charges in e, computed with Mulliken, in the same order as the atoms: 1.15, -0.16, -1.44, 0.38, -0.73, -0.31, -0.74, -0.74, 0.28, 0.39, 0.35, 0.36, 0.38, 0.41, 0.31, 0.25, 0.29, 0.34, 0.23


[8]
C4H11BrN2 as an isolated structure, computed with the ωB97M-V functional and the def2-TZVPD basis.

Cartesian coordinates (Å):
C -1.548 0.347 -1.343
C -1.053 1.505 0.888
C -0.869 -0.975 0.597
C -1.061 0.248 0.059
N 2.057 -0.965 0.132
N 2.282 0.390 -0.194
Br 4.121 0.158 -0.923
H -2.670 0.322 -1.300
H -1.395 1.291 -1.773
H -1.200 -0.562 -1.979
H -0.273 1.489 1.644
H -1.992 1.520 1.380
H -0.788 2.300 0.295
H -0.575 -1.151 1.637
H -1.202 -1.884 0.152
H 1.201 -1.151 0.559
H 2.779 -1.264 0.885
H 2.187 -1.619 -0.715

Kohn-Sham gap (eV): 8.16
Calculated total energy (eV): -77344.575
Molar mass (g/mol): 167.1
Charge: 0
Relative energy (zero: lowest compared OMol25 entry of this formula, charge and spin) (eV): 2.4348

Charges in e, computed with Mulliken, in the same order as the atoms: -1.27, -1.47, -1.67, 1.34, -0.12, -0.48, -0.26, 0.30, 0.37, 0.29, 0.36, 0.38, 0.45, 0.51, 0.36, 0.09, 0.43, 0.40


[9]
C4H11BrOSi in the gas phase, computed with the ωB97M-V functional and the def2-TZVPD basis.

Cartesian coordinates (Å):
C 0.643 -1.525 0.702
C -0.014 -0.617 -1.523
C 0.702 0.949 0.290
C 0.012 -0.286 -0.037
O -1.381 -0.233 0.317
Si -2.609 0.811 0.818
Br -4.369 -0.004 -0.238
H 0.255 -1.562 1.764
H 0.215 -2.540 0.447
H 1.731 -1.618 0.625
H -0.584 0.036 -2.100
H -0.439 -1.613 -1.756
H 1.029 -0.347 -1.884
H 0.227 1.718 -0.290
H 0.447 1.193 1.249
H 1.788 0.840 -0.126
H -2.220 2.226 0.525
H -3.088 0.797 2.212

SMILES: CC(C)(C)O[SiH2]Br
Kohn-Sham gap (eV): 11.02
Calculated total energy (eV): -84295.002
Molar mass (g/mol): 183.1
Charge: 0
Relative energy (zero: lowest compared OMol25 entry of this formula, charge and spin) (eV): 0.6931

Charges in e, computed with Mulliken, in the same order as the atoms: -1.41, -1.56, -1.62, 1.59, -0.21, 0.32, -0.23, 0.33, 0.34, 0.34, 0.43, 0.34, 0.35, 0.39, 0.46, 0.37, -0.12, -0.13


[10]
A 2-piece molecular cluster, C4H11BrS overall, computed with the ωB97M-V functional and the def2-TZVPD basis.

Cartesian coordinates (Å):
Br 0.575 2.191 -0.208
C 0.539 3.504 2.333
C -0.402 2.957 1.281
H -0.048 3.931 3.163
H 1.180 4.296 1.911
H 1.185 2.704 2.733
H -1.052 2.149 1.667
H -1.056 3.737 0.847
S -0.262 0.111 3.105
C 1.471 -0.023 2.636
C -0.986 -0.587 1.611
H 2.081 0.374 3.465
H 1.690 0.562 1.727
H 1.760 -1.072 2.457
H -0.725 0.007 0.720
H -0.654 -1.627 1.450
H -2.083 -0.583 1.729

SMILES: CCBr.CSC
Kohn-Sham gap (eV): 9.37
Calculated total energy (eV): -85204.086
Molar mass (g/mol): 171.1
Charge: 0
Relative energy (zero: lowest compared OMol25 entry of this formula, charge and spin) (eV): 0.0929

Charges in e, computed with Mulliken, in the same order as the atoms: -0.22, -0.88, -0.25, 0.29, 0.34, 0.17, 0.14, 0.39, -0.08, -0.70, -0.69, 0.30, 0.14, 0.31, 0.15, 0.30, 0.28